(1)
DFT (ωB97M-V/def2-TZVPD) results for a structure of composition C45H46IrN2P2Si.

- HOMO-LUMO gap (spin up / spin down) (eV) = 7.416 / 4.768
- E_LUMO (spin up / spin down) (eV) = -11.3 / -13.9
- E_HOMO (spin up / spin down) (eV) = -18.692 / -18.687

Structure (ORCA input):
```
! wB97M-V def2-TZVPD RIJCOSX def2/J DEFGRID3
* xyz 4 2
Ir -0.2402 0.5979 0.5768
C 1.7868 2.0208 1.2248
C 1.6393 3.2013 0.4908
C 1.0401 4.3136 1.0693
C 0.5789 4.2471 2.3816
C 0.6714 3.0602 3.1011
C 1.2727 1.9406 2.5291
H 2.4541 1.2508 0.8706
H 2.0645 3.2877 -0.5013
H 0.9950 5.2468 0.5213
H 0.1887 5.1385 2.8587
H 0.3463 3.0220 4.1338
H 1.4628 1.0667 3.1413
C -3.7663 -0.2508 0.9191
Si -2.0652 -0.8940 0.4519
C -1.6097 -2.3547 1.5263
C -2.5280 -3.2681 2.0435
C -2.0962 -4.4290 2.6734
C -0.7380 -4.7036 2.7898
C 0.1948 -3.8048 2.2988
C -0.2429 -2.6253 1.6881
P 0.9500 -1.4389 1.0182
C 2.2404 -1.1943 2.2589
C 1.9777 -1.4434 3.6078
C 2.9477 -1.1745 4.5642
C 4.1771 -0.6527 4.1870
C 4.4421 -0.3918 2.8467
C 3.4775 -0.6542 1.8881
C 1.7047 -2.6071 -0.2080
C 0.7796 -3.4002 -0.9811
C 1.1811 -4.5523 -1.6759
C 2.4999 -4.9152 -1.6533
C 3.4281 -4.1162 -0.9309
C 3.0234 -2.9867 -0.1993
C -2.2245 -1.4086 -1.3494
C -3.1807 -2.3185 -1.8102
C -3.3762 -2.5070 -3.1705
C -2.6429 -1.7678 -4.0977
C -1.6849 -0.8667 -3.6653
C -1.4622 -0.7182 -2.2932
P -0.1893 0.3837 -1.6579
C -0.5068 1.9837 -2.4260
C 0.5022 2.7974 -2.9419
C 0.1804 4.0104 -3.5365
C -1.1428 4.4198 -3.6184
C -2.1582 3.6074 -3.1204
C -1.8437 2.3947 -2.5312
C 1.4231 -0.1918 -2.2757
C 2.6117 0.3705 -1.7996
C 3.8345 -0.0185 -2.3183
C 3.8915 -0.9615 -3.3471
C 2.7204 -1.5000 -3.8503
C 1.4925 -1.1324 -3.3137
H -4.4886 -1.0091 0.6014
H -3.9179 -0.1082 1.9901
H -4.0470 0.6572 0.3776
H -3.5927 -3.0843 1.9571
H -2.8205 -5.1270 3.0726
H -0.4094 -5.6145 3.2724
H 1.2526 -4.0146 2.4106
H 1.0245 -1.8501 3.9202
H 2.7437 -1.3817 5.6062
H 4.9327 -0.4535 4.9354
H 5.4026 0.0101 2.5525
H 3.7020 -0.4503 0.8454
H -0.2710 -3.1336 -0.9745
H 0.4481 -5.1409 -2.2114
H 2.8494 -5.8003 -2.1694
H 4.4700 -4.4141 -0.9132
H 3.7586 -2.4695 0.3984
H -3.7891 -2.8786 -1.1083
H -4.1202 -3.2124 -3.5171
H -2.8280 -1.8930 -5.1564
H -1.1236 -0.2848 -4.3880
H 1.5366 2.4815 -2.9192
H 0.9645 4.6256 -3.9573
H -1.3890 5.3584 -4.0970
H -3.1922 3.9070 -3.2314
H -2.6462 1.7273 -2.2256
H 2.5872 1.1424 -1.0432
H 4.7461 0.4357 -1.9510
H 4.8470 -1.2362 -3.7756
H 2.7545 -2.1968 -4.6782
H 0.5887 -1.5335 -3.7504
N -4.3082 4.1350 2.6172
C -3.4634 3.7493 1.4264
C -2.4424 2.6622 1.7761
N -1.5852 2.3582 0.6029
H -5.0253 4.8174 2.3460
H -3.7569 4.5683 3.3641
H -4.8020 3.3343 3.0234
H -2.9747 4.6614 1.0840
H -4.1574 3.4165 0.6547
H -2.9459 1.7478 2.0792
H -1.8015 2.9838 2.5931
H -1.0113 3.1749 0.3833
H -2.1816 2.2196 -0.2110
*
```

(2)
DFT (ωB97M-V/def2-TZVPD) results for a structure of composition C45H46MnNO6P2Se2.

- HOMO-LUMO gap (spin up / spin down) (eV) = 5.624 / 5.988
- E_LUMO (spin up / spin down) (eV) = 2.2 / 2.2
- E_HOMO (spin up / spin down) (eV) = -3.381 / -3.745

Structure (ORCA input):
```
! wB97M-V def2-TZVPD RIJCOSX def2/J DEFGRID3
* xyz -1 6
Mn -0.8490 -0.1019 -0.0449
O -2.2588 1.3355 -1.5437
C -3.6687 1.2143 -1.6769
C -4.2796 0.7561 -0.3597
C -5.7674 1.1305 -0.4691
O -6.5499 0.6886 0.6372
C -3.6851 1.5511 0.8248
Se -2.1411 0.7914 1.8216
C -4.1933 -0.7818 -0.1705
Se -2.7059 -1.7461 -1.0527
H -1.8714 1.5764 -2.3876
H -3.9173 0.4820 -2.4487
H -4.0893 2.1894 -1.9578
H -6.1664 0.7154 -1.4057
H -5.8785 2.2179 -0.5052
H -6.2722 -0.2109 0.8452
H -4.4546 1.6837 1.5805
H -3.3703 2.5359 0.4777
H -5.1023 -1.2580 -0.5515
H -4.0924 -1.0035 0.8892
O 1.1991 -0.0955 0.9962
P 2.5072 -0.2176 0.2594
C 2.8021 -2.0837 0.5612
P 1.4630 -2.9934 -0.2557
O 0.2258 -2.1693 -0.3618
C 1.1462 -4.4486 0.7820
C 1.4380 -5.7586 0.4190
C 1.1290 -6.8046 1.2826
C 0.5271 -6.5431 2.5040
C 0.2181 -5.2365 2.8646
C 0.5215 -4.1922 2.0053
C 1.9643 -3.6914 -1.8446
C 3.2398 -4.1754 -2.1176
C 3.4993 -4.8086 -3.3254
C 2.4820 -4.9629 -4.2592
C 1.2076 -4.4803 -3.9895
C 0.9456 -3.8434 -2.7842
C 3.9566 0.3834 1.1790
C 5.0301 1.0775 0.6246
C 6.0498 1.5481 1.4394
C 5.9945 1.3519 2.8139
C 4.9175 0.6781 3.3723
C 3.9051 0.1908 2.5564
C 2.8121 -0.3503 -1.5485
C 1.8389 -0.1454 -2.5228
C 2.1523 -0.2720 -3.8678
C 3.4454 -0.5878 -4.2639
C 4.4237 -0.7931 -3.3037
C 4.1050 -0.6865 -1.9561
H 2.6604 -2.2726 1.6255
H 3.7940 -2.4395 0.2707
H 1.8943 -5.9667 -0.5410
H 1.3525 -7.8249 0.9957
H 0.2820 -7.3621 3.1714
H -0.2693 -5.0339 3.8107
H 0.2450 -3.1722 2.2563
H 4.0345 -4.0641 -1.3852
H 4.4932 -5.1834 -3.5381
H 2.6849 -5.4650 -5.1976
H 0.4149 -4.6029 -4.7165
H -0.0443 -3.4570 -2.5586
H 5.0490 1.2838 -0.4380
H 6.8802 2.0910 1.0034
H 6.7803 1.7409 3.4500
H 4.8576 0.5453 4.4455
H 3.0494 -0.3169 2.9897
H 0.8291 0.0972 -2.2451
H 1.3783 -0.1270 -4.6129
H 3.6859 -0.6891 -5.3166
H 5.4332 -1.0557 -3.5985
H 4.8681 -0.8800 -1.2105
C -4.6967 4.5395 3.3992
C -4.0064 4.8055 2.0853
C -4.7068 5.4117 1.0468
C -4.0969 5.6327 -0.1787
C -2.7937 5.2168 -0.3851
C -2.0773 4.6104 0.6460
N -0.7891 4.0911 0.4204
C 0.2028 4.6393 -0.3693
C 0.2303 6.0029 -0.6969
C 1.2606 6.5325 -1.4557
C 2.3039 5.7324 -1.9058
C 2.3011 4.3881 -1.5632
C 1.2720 3.8385 -0.8128
C 1.2634 2.3587 -0.5743
O 2.3772 1.8159 -0.2931
O 0.1591 1.7935 -0.6751
C -2.6668 4.4390 1.9077
C -1.8805 3.8639 3.0575
H -5.7650 4.7426 3.3153
H -4.2958 5.1671 4.2006
H -4.5661 3.4984 3.7022
H -5.7419 5.6998 1.2001
H -4.6464 6.1045 -0.9851
H -2.3394 5.3173 -1.3633
H -0.6768 3.1191 0.6859
H -0.5588 6.6512 -0.3381
H 1.2521 7.5908 -1.6907
H 3.1052 6.1494 -2.5032
H 3.1031 3.7324 -1.8823
H -0.8098 3.9886 2.9010
H -2.0737 2.7939 3.1645
H -2.1519 4.3581 3.9936
*
```